<w>
ORCA calculation (the ωB97M-V functional and the def2-TZVPD basis) on the molecule C4H7ClN2.

The geometry in XYZ format:
```
14
Properties=species:S:1:pos:R:3:mulliken_charge:R:1
C -0.35315 1.57812 0.60818 -0.086
C -1.56267 1.53543 1.26185 -0.391
C 0.11860 -0.76942 -0.35106 0.851
C 1.27171 -1.30516 -1.14961 -1.360
N 0.24248 0.57355 -0.05578 -0.238
N -0.94517 -1.41676 -0.08320 -0.690
Cl -2.19299 2.81956 2.29646 -0.207
H 0.34510 2.36925 0.54281 0.370
H -2.04344 0.62916 1.63424 0.337
H 1.19784 0.89056 -0.37185 0.172
H 0.91165 -2.18633 -1.64536 0.396
H 2.06318 -1.61163 -0.42998 0.284
H 1.73218 -0.67615 -1.87969 0.342
H -0.78531 -2.43017 -0.37703 0.221
```

Computed properties:
E_HOMO	-0.29956	hartree
Kohn-Sham gap	8.693	eV
lowest unoccupied orbital energy	0.54	eV
SMILES	[H]/N=C(\C)N/C=C/Cl
total charge	0


<x>
ORCA calculation (the ωB97M-V functional and the def2-TZVPD basis) on a structure of composition C4H7ClN2.

The geometry in XYZ format:
```
14
Properties=species:S:1:pos:R:3:mulliken_charge:R:1
C -0.08309 -0.50127 1.65918 -0.921
C -0.11485 0.61299 0.54836 0.768
C -0.22536 0.58376 -0.88155 -0.430
C -0.31118 -0.35355 -1.84914 -0.141
H -0.90565 -0.13594 2.53869 0.316
H 1.06715 -0.46534 2.25205 0.189
H -0.37188 -1.86099 1.57430 0.251
H -0.18925 1.74264 -1.34402 0.169
H -0.60395 -0.07416 -2.93694 0.289
H 0.80685 1.26167 2.93733 0.208
H 0.95389 2.94438 2.23755 0.277
N 0.07144 1.77720 0.96265 -0.289
N 0.43502 1.97557 2.33748 -0.501
Cl 0.00615 -1.86666 -1.60123 -0.185
```

Computed properties:
E_HOMO	-0.30013	hartree
Kohn-Sham gap	8.893	eV
lowest unoccupied orbital energy	0.73	eV
total charge	0


<w> comes first in stability; the runner-up is 87.5 kcal/mol higher.


<w>
ORCA calculation (the ωB97M-V functional and the def2-TZVPD basis) on a cluster of 2 separate species, C5H6N4O2 in total.

The geometry in XYZ format:
```
17
Properties=species:S:1:pos:R:3:mulliken_charge:R:1
C -1.59862 2.23415 0.54521 -0.552
C -0.58083 2.50183 1.40708 -0.210
C -1.04932 1.46798 -0.40017 -0.452
C 0.20556 -2.34379 0.12364 0.128
C 1.13723 -1.91866 -0.92175 0.540
N 0.59488 2.09351 0.95293 -0.898
N 0.02318 -1.62326 1.31935 -0.266
N 0.25097 1.56115 -0.17817 0.420
N -0.86120 -1.40677 0.50941 -0.079
O 1.68130 -3.05854 -1.49213 -0.485
O 1.53815 -0.81378 -1.20945 -0.629
H -2.64121 2.35647 0.79448 0.325
H -0.50090 3.05170 2.31029 0.485
H -0.07143 -3.36968 -0.02788 0.395
H 0.88384 0.88386 -0.66238 0.408
H 2.54580 -2.79031 -1.87008 0.341
H -1.55740 1.17415 -1.20038 0.530
```

Computed properties:
E_HOMO	-0.33618	hartree
Kohn-Sham gap	8.871	eV
lowest unoccupied orbital energy	-0.28	eV
SMILES	O=C(O)C1N=N1.c1cn[nH]c1
total charge	0


<x>
ORCA calculation (the ωB97M-V functional and the def2-TZVPD basis) on a cluster of 2 separate species, C5H6N4O2 in total.

The geometry in XYZ format:
```
17
Properties=species:S:1:pos:R:3:mulliken_charge:R:1
C -2.31222 1.49012 1.45694 -0.740
C -1.57569 2.59031 2.15295 -0.118
C -1.34432 0.63318 0.98733 -0.148
C 1.12957 0.94778 0.98068 0.541
C 0.91594 -1.78288 -1.77952 0.555
N -0.28808 2.42491 2.02136 -0.791
N 2.17334 0.46921 0.83469 -0.578
N -0.11527 1.28878 1.31020 0.560
N 1.01779 -2.57762 -2.96004 -0.473
O 2.18005 -1.40842 -1.50310 -0.467
O 0.00328 -1.40558 -1.13533 -0.528
H -3.36370 1.21864 1.30313 0.336
H -1.83644 3.49774 2.72737 0.431
H -1.16620 -0.27808 0.45939 0.530
H 2.40744 -0.85980 -0.76550 0.359
H 1.91313 -2.93834 -3.10707 0.259
H 0.26138 -3.30996 -2.98347 0.273
```

Computed properties:
E_HOMO	-0.37120	hartree
Kohn-Sham gap	10.822	eV
lowest unoccupied orbital energy	0.72	eV
SMILES	N#Cn1cccn1.NC(=O)O
total charge	0


<x> comes first in stability; the runner-up is 48.8 kcal/mol higher.


<w>
ORCA calculation (the ωB97M-V functional and the def2-TZVPD basis) on the molecule C4H10N2S2.

The geometry in XYZ format:
```
18
Properties=species:S:1:pos:R:3:mulliken_charge:R:1
C -2.46476 -1.13133 -0.49540 -0.873
C -1.43926 -1.13187 0.63353 -0.750
C 0.57855 -0.07111 0.02099 0.608
C 1.37035 2.60773 0.17906 -0.901
H -2.35814 -2.01879 -1.09171 0.291
H -3.43185 -1.27656 0.04946 0.287
H -2.31778 -0.23021 -1.11134 0.289
H -1.59178 -2.06298 1.18664 0.363
H -1.64602 -0.27272 1.26471 0.382
H 2.24195 0.43051 -0.98988 0.291
H 1.70756 -2.37855 -0.21732 0.178
H 1.99052 2.71940 -0.71612 0.289
H 0.91541 3.61023 0.33395 0.328
H 1.94502 2.35148 1.07668 0.320
N -0.10286 -1.12570 0.15330 -0.517
N 1.96308 -0.06121 -0.14413 -0.354
S 2.78950 -1.56942 -0.02431 -0.197
S -0.14947 1.61111 -0.10809 -0.033
```

Computed properties:
E_HOMO	-0.32184	hartree
Kohn-Sham gap	9.309	eV
lowest unoccupied orbital energy	0.55	eV
SMILES	CC/N=C(/NS)SC
total charge	0


<x>
ORCA calculation (the ωB97M-V functional and the def2-TZVPD basis) on the molecule C4H10N2S2.

The geometry in XYZ format:
```
18
Properties=species:S:1:pos:R:3:mulliken_charge:R:1
C -1.18496 1.33529 -0.86564 -1.047
C -0.94455 0.47105 1.36713 -1.041
C 0.89412 0.37840 -0.16782 -0.902
C 1.57032 -0.88009 0.35284 0.204
H -0.97474 1.17688 -1.94343 0.281
H -0.79719 2.34686 -0.63617 0.356
H -2.26636 1.29814 -0.76061 0.361
H -2.01885 0.32426 1.44380 0.332
H -0.51220 -0.39453 1.90160 0.340
H -0.73492 1.43313 1.80045 0.344
H 1.17058 0.53134 -1.21454 0.477
H 1.35761 1.21946 0.36625 0.417
H 1.60331 -2.82099 0.13962 0.261
H -0.80993 -1.72398 -1.38984 0.168
N -0.54565 0.31890 -0.01282 0.083
N 1.23589 -1.98146 -0.29917 -0.210
S 2.54219 -0.88352 1.70557 -0.275
S 0.41533 -2.14916 -1.78724 -0.147
```

Computed properties:
E_HOMO	-0.31133	hartree
Kohn-Sham gap	9.040	eV
lowest unoccupied orbital energy	0.57	eV
SMILES	CN(C)CC(=S)NS
total charge	0


<x> comes first in stability; the runner-up is 2.3 kcal/mol higher.


<w>
ORCA calculation (the ωB97M-V functional and the def2-TZVPD basis) on the molecule C3H8O3S2.

The geometry in XYZ format:
```
16
Properties=species:S:1:pos:R:3:mulliken_charge:R:1
C -0.33726 1.48483 0.77558 -1.141
C -0.18931 -0.04921 0.94612 0.144
C 0.70974 -0.66793 -0.25794 0.414
O 1.92260 -0.10671 -0.47854 -0.556
O 0.03831 -0.60308 -1.44314 -0.466
O 1.00097 -2.03132 0.03926 -0.587
S -2.51776 -0.54208 -1.05805 -0.157
S -1.78583 -0.92644 0.93590 -0.109
H -1.23122 1.76205 0.22843 0.295
H -0.20758 1.95083 1.71112 0.352
H 0.50289 1.93055 0.08325 0.249
H 0.29073 -0.26430 1.88542 0.377
H 2.71169 -0.66578 -0.64047 0.345
H 0.25132 -1.37714 -2.08017 0.325
H 0.15031 -2.47144 0.11494 0.366
H -3.68560 0.09366 -0.47888 0.152
```

Computed properties:
E_HOMO	-0.32674	hartree
Kohn-Sham gap	9.199	eV
lowest unoccupied orbital energy	0.31	eV
SMILES	C[C@@H](SS)C(O)(O)O
total charge	0


<x>
ORCA calculation (the ωB97M-V functional and the def2-TZVPD basis) on a cluster of 2 separate species, C3H8O3S2 in total.

The geometry in XYZ format:
```
16
Properties=species:S:1:pos:R:3:mulliken_charge:R:1
C -0.00960 0.34841 -0.38566 -0.114
C 0.56990 0.89441 -1.70345 0.376
O 0.77555 -0.06557 -2.60318 -0.454
O 0.83997 2.05374 -1.89085 -0.553
C -1.35637 1.03083 -0.22591 -0.516
S -1.76429 1.07102 1.54739 -0.087
S -0.20748 0.75788 2.83925 -0.228
H 0.10420 -0.71879 -0.41653 0.030
H 0.74053 0.74120 0.41034 0.278
H 1.21082 0.07697 -3.45272 0.351
H -2.11501 0.69764 -0.91366 0.429
H -1.36447 2.14814 -0.46276 0.315
H -0.05843 -0.54509 3.09619 0.161
H 1.28702 -2.82702 2.07570 0.318
H 0.81882 -2.71989 0.59585 0.327
O 0.52883 -2.94388 1.49000 -0.633
```

Computed properties:
E_HOMO	-0.33103	hartree
Kohn-Sham gap	9.170	eV
lowest unoccupied orbital energy	0.16	eV
SMILES	O=C(O)CCSS.O
total charge	0


<x> comes first in stability; the runner-up is 6.8 kcal/mol higher.